{"formula": "C35H36IrN8O5", "method": "wB97M-V/def2-TZVPD", "total_charge": 1, "lumo_energy_ev": -3.152, "orbital_gap_ev": 7.55, "e_homo_ev": -10.7, "mol_weight_g_mol": 840.94, "symbols": ["Ir", "C", "O", "C", "C", "C", "C", "C", "C", "N", "C", "N", "C", "C", "C", "C", "C", "C", "O", "C", "N", "C", "C", "C", "C", "C", "C", "O", "C", "H", "H", "H", "H", "H", "H", "H", "H", "H", "H", "H", "H", "H", "H", "H", "H", "H", "H", "H", "H", "H", "H", "C", "C", "N", "C", "C", "C", "O", "C", "C", "C", "C", "N", "C", "H", "H", "H", "H", "H", "H", "H", "H", "H", "H", "H", "H", "H", "H", "O", "N", "C", "C", "N", "C", "N"], "xyz": [[0.00480, 0.30368, 0.45242], [7.71928, 2.71900, -0.96746], [6.31410, 2.69358, -0.72492], [5.90191, 2.74468, 0.57670], [6.66846, 3.22375, 1.62450], [6.13326, 3.27589, 2.90598], [4.83027, 2.87085, 3.12989], [4.05448, 2.39936, 2.07912], [4.58709, 2.31557, 0.80160], [3.89712, 1.86789, -0.34762], [2.61915, 1.40386, -0.46199], [1.97261, 1.81448, -1.56969], [0.80610, 1.29122, -2.18899], [-0.19002, 0.59835, -1.51037], [-1.30518, 0.17837, -2.24464], [-1.40927, 0.44574, -3.59694], [-0.41620, 1.15293, -4.26602], [0.69083, 1.58067, -3.55816], [1.72404, 2.30220, -4.08158], [1.66556, 2.62347, -5.46691], [2.01256, 0.65362, 0.42468], [2.67852, -0.12748, 1.41049], [3.96479, -0.63170, 1.28000], [4.52981, -1.39408, 2.29124], [3.81118, -1.66776, 3.44089], [2.50815, -1.20485, 3.57571], [1.94788, -0.45431, 2.56114], [0.63644, 0.00903, 2.60162], [-0.24257, -0.53098, 3.59966], [7.84844, 2.49374, -2.02166], [8.22410, 1.96632, -0.35996], [8.13995, 3.70362, -0.76119], [7.68261, 3.55261, 1.44804], [6.73941, 3.64185, 3.72313], [4.40469, 2.91895, 4.12286], [3.04499, 2.07197, 2.27973], [4.38159, 2.08239, -1.20812], [2.45328, 2.50222, -2.13229], [-2.11245, -0.34803, -1.75260], [-2.27937, 0.10861, -4.14465], [-0.51657, 1.36047, -5.32065], [2.56840, 3.18581, -5.68436], [0.78962, 3.23574, -5.68783], [1.64570, 1.71733, -6.07420], [4.52772, -0.43261, 0.37943], [5.53288, -1.77868, 2.17059], [4.24919, -2.25905, 4.23280], [1.94264, -1.44496, 4.46405], [0.06514, -0.19661, 4.58898], [-0.24842, -1.62036, 3.55006], [-1.22944, -0.14240, 3.36774], [4.07172, 6.36516, 1.83589], [2.88619, 7.00248, 1.12895], [1.89229, 6.01242, 0.69724], [1.78241, 5.74693, -0.73290], [3.03905, 5.10575, -1.30486], [1.02373, 5.56749, 1.63144], [1.03715, 5.92384, 2.79664], [0.00783, 4.53374, 1.21229], [-1.34082, 4.84281, 1.12859], [-2.23550, 3.83775, 0.79859], [-1.76552, 2.55781, 0.59048], [-0.46239, 2.25190, 0.71556], [0.40474, 3.22637, 1.01082], [4.79628, 7.12992, 2.11719], [4.57166, 5.63374, 1.19790], [3.73954, 5.86137, 2.74220], [3.20543, 7.54447, 0.23814], [2.39206, 7.71035, 1.79399], [1.57696, 6.69085, -1.24633], [0.92385, 5.10048, -0.90750], [3.89890, 5.77175, -1.23275], [2.89087, 4.86643, -2.35962], [3.28110, 4.19281, -0.75778], [-1.67967, 5.85326, 1.31709], [-3.29323, 4.03468, 0.70144], [-2.42358, 1.74259, 0.32275], [1.44373, 2.94879, 1.09204], [-1.78732, -0.68655, 0.60728], [-0.93621, -1.65553, 0.35155], [-1.35094, -2.84319, 0.07339], [-0.37325, -3.84686, -0.23013], [0.40916, -4.64979, -0.47421], [-2.74932, -3.15692, 0.07623], [-3.87277, -3.39029, 0.07754]], "atomic_forces_ev_per_a": [[-0.04, -0.47, -0.07], [-0.02, 0.06, -0.03], [0.01, -0.15, 0.06], [0.03, 0.11, -0.07], [0.05, -0.06, 0.00], [-0.04, -0.01, 0.01], [0.02, 0.05, 0.02], [-0.01, 0.05, -0.03], [-0.06, 0.06, 0.03], [0.01, -0.06, 0.00], [0.09, -0.03, -0.01], [0.02, 0.03, -0.01], [0.00, -0.03, 0.03], [-0.12, 0.00, -0.02], [0.01, 0.02, -0.03], [0.01, 0.01, 0.00], [-0.01, -0.01, 0.00], [0.01, -0.01, 0.03], [0.01, 0.01, -0.01], [0.00, -0.01, 0.00], [-0.10, -0.07, 0.04], [-0.02, -0.11, -0.02], [-0.01, -0.05, -0.01], [-0.01, 0.00, 0.00], [0.02, 0.01, -0.01], [0.00, 0.00, 0.02], [0.04, -0.04, -0.02], [-0.05, 0.04, -0.04], [0.00, -0.01, 0.04], [0.00, -0.02, 0.01], [0.01, 0.00, -0.01], [-0.02, 0.02, 0.02], [-0.01, 0.00, 0.01], [0.00, 0.00, 0.00], [0.00, 0.00, 0.00], [0.02, 0.08, 0.00], [-0.02, -0.02, -0.01], [-0.01, -0.02, 0.00], [0.02, -0.01, 0.02], [0.00, 0.00, -0.01], [0.00, 0.00, 0.00], [0.00, 0.00, 0.00], [0.00, 0.00, 0.00], [0.00, 0.00, 0.00], [-0.01, 0.00, 0.00], [0.00, 0.00, 0.00], [0.00, 0.00, 0.00], [0.00, 0.00, -0.01], [0.01, 0.00, 0.00], [0.01, 0.00, -0.01], [0.00, 0.00, 0.00], [0.00, -0.01, 0.01], [0.01, -0.03, 0.00], [-0.02, 0.08, -0.04], [0.01, -0.01, 0.00], [-0.01, 0.00, 0.05], [0.04, -0.10, 0.07], [-0.01, 0.03, -0.03], [-0.01, 0.02, -0.02], [-0.02, -0.02, 0.00], [0.00, 0.04, 0.00], [0.03, -0.01, 0.01], [0.11, 0.10, 0.02], [0.00, 0.05, -0.01], [0.00, 0.00, 0.00], [0.01, -0.01, 0.00], [0.00, -0.01, 0.01], [0.00, 0.00, 0.00], [0.00, 0.00, 0.00], [0.00, -0.01, -0.01], [0.01, 0.02, 0.00], [0.01, 0.01, 0.00], [0.00, 0.02, -0.03], [-0.01, 0.09, -0.01], [0.00, 0.00, 0.00], [0.00, -0.01, 0.00], [0.00, 0.00, 0.01], [0.01, -0.01, 0.04], [-0.16, -0.45, 0.01], [0.00, 0.68, -0.09], [0.19, 0.08, 0.10], [0.01, 0.03, 0.01], [0.00, 0.00, 0.01], [-0.03, 0.02, -0.01], [0.00, 0.00, 0.00]], "lowdin_charge": [1.382, -0.049, -0.099, -0.230, -0.007, -0.067, -0.069, -0.023, -0.176, 0.145, -0.358, 0.168, -0.162, -0.230, -0.109, -0.067, -0.015, -0.225, -0.102, -0.054, -0.019, -0.213, -0.010, -0.054, -0.053, -0.002, -0.220, -0.234, -0.035, 0.097, 0.105, 0.095, 0.113, 0.113, 0.114, 0.100, 0.151, 0.126, 0.088, 0.113, 0.109, 0.096, 0.100, 0.102, 0.125, 0.114, 0.115, 0.115, 0.105, 0.108, 0.095, -0.060, -0.183, -0.045, -0.183, -0.057, -0.431, 0.096, -0.103, 0.038, -0.003, -0.075, -0.077, -0.030, 0.084, 0.059, 0.073, 0.120, 0.125, 0.129, 0.112, 0.082, 0.080, 0.051, 0.140, 0.123, 0.117, 0.108, -0.253, -0.109, -0.261, -0.146, 0.197, -0.140, 0.213]}



{"formula": "C24H33N4S2V", "method": "wB97M-V/def2-TZVPD", "multiplicity": 4, "total_charge": 1, "lumo_energy_ev": [-2.979, -3.083], "orbital_gap_ev": [6.15, 7.25], "s_squared": 3.778, "e_homo_ev": [-9.1, -10.3], "mol_weight_g_mol": 492.63, "symbols": ["V", "C", "C", "C", "C", "C", "C", "C", "C", "C", "S", "C", "N", "H", "H", "H", "H", "H", "H", "H", "H", "C", "C", "C", "C", "N", "C", "S", "N", "C", "C", "C", "C", "H", "H", "H", "H", "H", "H", "H", "H", "H", "H", "H", "H", "H", "H", "H", "H", "H", "H", "H", "H", "C", "C", "C", "N", "C", "C", "H", "H", "H", "H", "H"], "xyz": [[10.29292, 12.12184, 11.93430], [12.75251, 10.33214, 12.97487], [13.19311, 11.20493, 11.89428], [14.49408, 11.25040, 11.30972], [14.78892, 12.17252, 10.29414], [13.74510, 12.96790, 9.80768], [13.93757, 13.85892, 8.66820], [12.94799, 14.74655, 8.35477], [11.77092, 14.89738, 9.06554], [11.51559, 14.04796, 10.16742], [10.12109, 14.30507, 11.23331], [12.54633, 13.11899, 10.53971], [12.27363, 12.14822, 11.50001], [11.67294, 10.06649, 12.95551], [12.86530, 10.67960, 14.00651], [13.30749, 9.36106, 12.97284], [15.34330, 10.68305, 11.70899], [15.76365, 12.29388, 9.88219], [14.86398, 13.80434, 8.10841], [13.07153, 15.33922, 7.41948], [11.02126, 15.64202, 8.82861], [11.58978, 7.93756, 5.86903], [10.57002, 7.80720, 7.03678], [11.20373, 8.13993, 8.38193], [11.91487, 9.47290, 8.66779], [11.14580, 10.64863, 8.20614], [9.99578, 11.00153, 8.79835], [9.48786, 10.43401, 10.43438], [9.22088, 11.86086, 8.15038], [7.85667, 12.33438, 8.62648], [6.80547, 11.27782, 9.02011], [6.73350, 9.86433, 8.31655], [5.51793, 8.89934, 8.68490], [10.98203, 7.94767, 4.96723], [12.17550, 6.99590, 5.76823], [12.23794, 8.79558, 5.92602], [10.11627, 6.78143, 7.05859], [9.64520, 8.45683, 6.82939], [11.99067, 7.41865, 8.61498], [10.42494, 8.03564, 9.19695], [12.90517, 9.45633, 8.14398], [12.08639, 9.60359, 9.76750], [11.63990, 11.31259, 7.60368], [9.36056, 12.04269, 7.14257], [7.36399, 12.90751, 7.76048], [8.03121, 12.96718, 9.49994], [5.82194, 11.84372, 8.83583], [6.84188, 11.04548, 10.10258], [7.58082, 9.27521, 8.64142], [6.81924, 10.06884, 7.19256], [5.29724, 8.75866, 9.77548], [5.73367, 7.89315, 8.34722], [4.57234, 9.23179, 8.17502], [9.99763, 10.81774, 16.43723], [9.24573, 10.13435, 15.53773], [9.20308, 10.52100, 14.20276], [9.76023, 11.67934, 13.82055], [10.43631, 12.42958, 14.71777], [10.62412, 12.02324, 16.00794], [10.06843, 10.51474, 17.46547], [8.56746, 9.37546, 15.92417], [8.71752, 9.93994, 13.49142], [10.76986, 13.44556, 14.42032], [11.12444, 12.70642, 16.71175]], "atomic_forces_ev_per_a": [[-0.46, 0.09, -1.40], [-0.22, -2.62, 1.22], [-0.33, 3.05, -1.67], [0.67, 0.76, -0.13], [-1.72, -1.46, 1.43], [0.31, 2.64, -1.38], [-0.26, -1.00, 1.37], [0.79, 0.57, -2.17], [-0.96, -1.40, 1.93], [0.64, 1.24, -0.07], [0.19, 0.77, -0.49], [-0.15, -2.15, -0.25], [1.48, -0.35, 0.55], [0.58, 0.19, -0.55], [0.38, 0.62, -0.25], [-0.38, 0.69, -0.16], [-0.68, -0.12, -0.04], [0.58, -0.22, -0.24], [-0.12, 0.01, -0.03], [0.00, -0.25, 0.94], [0.14, -0.02, -0.16], [-1.21, -1.79, 0.04], [-0.64, 0.86, -0.62], [-0.86, -0.36, 1.96], [0.43, 0.26, -0.37], [0.63, -0.34, 0.40], [-0.31, 0.65, 0.67], [0.34, -0.63, -1.54], [-1.70, 0.22, -0.51], [-0.10, -0.22, -1.07], [-1.99, -0.79, 0.39], [-0.43, 0.64, -0.56], [-0.54, 1.39, -0.25], [0.27, 0.38, -0.34], [-0.03, 0.77, 0.32], [0.15, 0.31, 0.00], [0.70, 0.76, 0.11], [1.38, -0.52, 0.37], [-0.17, -0.35, -0.03], [0.74, -0.09, -0.85], [-0.85, 0.44, 0.44], [-0.02, -0.38, -0.91], [-0.69, -0.35, 0.16], [0.32, -0.35, 1.02], [1.36, -0.55, 1.24], [-0.09, 0.25, -0.35], [1.16, -0.96, 0.35], [0.02, 0.45, -0.54], [0.66, 0.17, -0.21], [-0.30, -0.75, 1.36], [0.42, 0.67, -0.79], [0.17, -0.10, -0.37], [0.82, -0.30, 0.59], [1.12, 2.01, -0.09], [-1.17, -0.85, -0.09], [0.89, 1.64, 1.85], [0.37, -0.80, 0.62], [-0.24, 0.81, 0.10], [-0.33, -0.48, 1.16], [-0.06, -0.09, 0.23], [0.45, -0.33, -0.44], [-0.86, -0.79, -1.31], [-0.17, -0.93, -0.19], [-0.13, -0.62, -0.39]], "lowdin_charge": [0.351, -0.043, -0.287, 0.014, 0.017, -0.162, -0.026, -0.104, -0.096, -0.586, 0.605, -0.227, -0.007, 0.063, 0.093, 0.109, 0.122, 0.117, 0.112, 0.125, 0.108, -0.102, -0.255, -0.233, -0.206, 0.035, -0.634, 0.678, 0.045, -0.178, -0.254, -0.251, -0.100, 0.066, 0.085, 0.052, 0.119, 0.111, 0.114, 0.093, 0.131, 0.096, 0.161, 0.165, 0.145, 0.071, 0.133, 0.068, 0.045, 0.123, 0.078, 0.052, 0.078, -0.027, -0.044, -0.093, -0.101, -0.133, -0.026, 0.116, 0.125, 0.095, 0.130, 0.126]}



{"formula": "C16H22N2O4", "method": "wB97M-V/def2-TZVPD", "smiles": "CN[N+](C)(C)[C@@H](C1=C([O-])OC(C)(C)OC1=O)c1ccccc1", "lumo_energy_ev": 0.391, "orbital_gap_ev": 8.21, "e_homo_ev": -7.8, "mol_weight_g_mol": 306.36, "symbols": ["C", "N", "N", "C", "C", "C", "C", "C", "O", "O", "C", "C", "C", "O", "C", "O", "C", "C", "C", "C", "C", "C", "H", "H", "H", "H", "H", "H", "H", "H", "H", "H", "H", "H", "H", "H", "H", "H", "H", "H", "H", "H", "H", "H"], "xyz": [[1.50187, 3.13085, 1.24980], [0.94853, 1.88496, 0.76244], [1.61231, 0.61602, 1.00688], [1.57973, 0.32967, 2.48813], [3.06575, 0.76719, 0.77577], [0.94160, -0.39968, 0.17261], [-0.46356, -0.58588, 0.59266], [-1.52286, 0.27454, 0.08313], [-1.38922, 1.37667, -0.42732], [-2.81086, -0.19983, 0.17594], [-3.06829, -1.50946, 0.75442], [-2.90242, -2.59420, -0.29663], [-4.49118, -1.45949, 1.31395], [-2.18252, -1.73886, 1.86591], [-0.83110, -1.51141, 1.64737], [-0.02834, -2.06283, 2.38707], [1.00712, -0.08795, -1.38773], [0.04737, -0.59925, -2.28733], [0.19786, -0.44870, -3.67711], [1.25247, 0.29858, -4.20743], [2.09482, 0.97359, -3.33079], [1.89277, 0.83889, -1.95196], [0.67692, 3.77541, 1.60842], [2.21437, 2.99255, 2.06855], [2.01106, 3.65185, 0.42099], [-0.04461, 1.84962, 0.97884], [2.37363, -0.39174, 2.70404], [1.74101, 1.28597, 2.99479], [0.64602, -0.10601, 2.82265], [3.56054, -0.11532, 1.18530], [3.36033, 0.79139, -0.26040], [3.37866, 1.69472, 1.26141], [1.46549, -1.35749, 0.37160], [-1.89840, -2.55456, -0.73748], [-3.06807, -3.57962, 0.15994], [-3.64622, -2.43693, -1.08796], [-4.60320, -0.59866, 1.97634], [-5.21642, -1.36975, 0.50312], [-4.71544, -2.36395, 1.88259], [-0.85633, -1.09386, -1.91086], [-0.54610, -0.89829, -4.33609], [1.38841, 0.35586, -5.28162], [2.88959, 1.62640, -3.69624], [2.43691, 1.54901, -1.33771]], "atomic_forces_ev_per_a": [[0.44, 0.21, -0.09], [-0.36, 0.43, -0.45], [0.74, 2.19, 1.70], [-0.18, -0.41, 0.51], [1.14, -0.23, -0.35], [-1.25, -1.22, -1.86], [-2.08, -0.10, 0.66], [0.24, -0.49, -0.03], [-0.34, -0.39, 0.05], [-0.17, -0.50, 0.51], [0.36, 0.58, 0.25], [0.01, -0.04, -0.16], [0.29, 0.11, 0.02], [0.10, 0.24, -0.51], [0.48, 0.22, -0.86], [-0.34, -0.21, -0.04], [-0.34, 0.93, 0.20], [0.33, -0.44, -0.01], [0.00, 0.19, 0.56], [-0.05, -0.35, 0.25], [-0.53, -0.14, 0.17], [0.53, 0.12, -0.33], [0.43, -0.43, -0.21], [-0.12, 0.32, 0.12], [-0.04, -0.04, 0.40], [0.26, -0.84, -0.36], [-0.33, 0.23, 0.17], [0.22, -0.33, -0.12], [-0.09, 0.14, -0.35], [-0.06, 0.32, 0.18], [-0.22, 0.04, 0.11], [0.21, -0.52, 0.01], [-0.03, 0.54, -0.04], [-0.25, -0.11, 0.17], [0.08, 0.28, -0.12], [0.20, -0.05, 0.15], [0.10, -0.08, -0.08], [0.14, 0.02, 0.00], [0.15, 0.01, -0.10], [0.65, -0.04, -0.16], [0.22, 0.14, 0.18], [-0.01, 0.08, 0.08], [-0.34, -0.10, 0.10], [-0.21, -0.32, -0.36]], "lowdin_charge": [-0.086, -0.021, -0.250, 0.034, -0.004, -0.140, -0.101, -0.464, 0.062, 0.061, -0.522, 0.014, 0.012, 0.058, -0.455, 0.041, -0.100, -0.017, -0.067, -0.094, -0.076, -0.066, 0.108, 0.064, 0.090, 0.113, 0.109, 0.100, 0.089, 0.113, 0.075, 0.099, 0.179, 0.078, 0.102, 0.098, 0.093, 0.090, 0.093, 0.103, 0.105, 0.099, 0.105, 0.079]}